No. 1
# C5H8N4

A gas-phase ion, C5H8N4 (charge +2) at a distorted geometry (the ωB97M-V functional and the def2-TZVPD basis, the OMol25 dataset).

Geometry as ORCA input:
```
! RIJCOSX wB97M-V def2-TZVPD def2/J DEFGRID3
* xyz 2 1
H -2.28324 -0.87343 -2.10698
N -1.41782 -0.85414 -1.42900
C -1.71300 -1.39372 -0.34091
N -0.72598 -1.33962 0.72850
C 0.27179 -0.49385 0.94314
N 0.54174 0.66316 0.18296
C -0.56039 1.61672 0.15464
C 1.72124 0.90528 -0.37926
C 2.80762 0.05051 -0.15753
N 3.78298 -0.55020 -0.21912
H -2.39335 -2.12499 0.04208
H -0.80376 -2.15322 1.37015
H 1.12306 -0.90280 1.63242
H -0.28722 2.50380 0.85860
H -0.61792 1.84718 -0.93343
H -1.40021 1.28400 0.59575
H 1.95445 1.81532 -0.94202
*
```

## Properties
LUMO energy (alpha / beta) (eV): -11.83 / -11.83
HOMO-LUMO gap (alpha / beta) (eV): 8.41 / 8.41
Electronic energy (eV): -11252.500
Relative energy (zero: lowest compared OMol25 entry of this formula, charge and spin) (kcal/mol): 60.6
SMILES string: [H]/N=C/[NH+]=C\[N+](C)=C/C#N


No. 2
# C5H8N4O2

A single C5H8N4O2 molecule at a distorted geometry (the ωB97M-V functional and the def2-TZVPD basis, the OMol25 dataset).

Geometry as ORCA input:
```
! RIJCOSX wB97M-V def2-TZVPD def2/J DEFGRID3
* xyz 0 1
N 2.25366 -2.36517 0.07546
C 0.99311 -1.79348 0.23598
C -0.20018 -2.49310 0.64578
C -1.34702 -1.80924 0.50716
N -1.43152 -0.48467 0.30903
C -0.31924 0.00238 -0.05058
C -0.58181 1.76374 -0.40014
N -0.22175 2.94042 -1.47511
O -1.95407 1.78719 -0.39300
O -0.13852 2.27456 0.82145
N 0.83879 -0.56333 -0.23091
H 2.33411 -3.39261 -0.02474
H 2.66057 -1.86570 -0.66029
H -0.02594 -3.57000 0.84232
H -2.32190 -2.43530 0.59516
H 0.76229 3.08714 -1.49545
H -0.59236 3.78255 -1.01563
H -2.20119 1.15501 0.24447
H 0.16248 3.17804 0.88124
*
```

## Properties
LUMO energy (eV): 0.58
HOMO-LUMO gap (eV): 10.15
Electronic energy (eV): -15367.868
Relative energy (zero: lowest compared OMol25 entry of this formula, charge and spin) (kcal/mol): 77.3
SMILES string: Nc1ccnc(C(N)(O)O)n1


No. 3
# C5H8N4O2S

A single C5H8N4O2S molecule at a distorted geometry (the ωB97M-V functional and the def2-TZVPD basis, the OMol25 dataset).

Geometry as ORCA input:
```
! RIJCOSX wB97M-V def2-TZVPD def2/J DEFGRID3
* xyz 0 1
C -1.66200 1.51198 1.10712
C -1.17740 2.72310 1.43599
C -0.53818 0.76448 0.78418
C 1.17915 -1.94370 -0.65005
C 0.55627 -1.46230 0.65491
N 0.09251 2.83321 1.28100
N 0.52121 1.63223 0.78078
N 1.09513 -0.97407 -1.66886
N -0.56932 -0.52868 0.58657
O -0.95163 -2.01606 -2.67756
O -0.69418 0.49172 -2.71921
S -0.57942 -0.77061 -2.06781
H -2.68134 1.10462 1.23691
H -1.70713 3.60487 1.92060
H 2.21104 -2.16314 -0.43137
H 0.65125 -2.84489 -1.02559
H 0.01793 -2.36251 0.89831
H 1.35255 -0.94872 1.26634
H 1.50603 1.27454 0.73307
H 1.37752 0.07392 -1.44531
*
```

## Properties
LUMO energy (alpha / beta) (eV): -1.67 / -1.52
HOMO-LUMO gap (alpha / beta) (eV): 7.16 / 7.21
Electronic energy (eV): -26200.654
Relative energy (zero: lowest compared OMol25 entry of this formula, charge and spin) (kcal/mol): 126.5


No. 4
# C5H8N4O3

A single C5H8N4O3 molecule (the ωB97M-V functional and the def2-TZVPD basis, the OMol25 dataset).

Geometry as ORCA input:
```
! RIJCOSX wB97M-V def2-TZVPD def2/J DEFGRID3
* xyz 0 1
C -1.90296 0.33032 1.59626
C -1.78523 0.63202 0.09592
O -0.65798 1.47800 -0.16876
C -1.62765 -0.62297 -0.74918
O -0.60684 -1.49702 -0.23971
C 0.65271 -1.05243 -0.34576
N 1.36871 -1.04933 0.77091
N 2.61272 -0.66220 0.67339
C 3.04394 -0.27409 -0.51900
O 4.33575 0.09516 -0.63261
N 2.32786 -0.28836 -1.63961
N 1.09978 -0.70709 -1.55108
H -1.13775 0.88995 2.13260
H -1.74952 -0.72712 1.81056
H -2.87857 0.62371 1.98503
H -2.70074 1.11575 -0.25995
H -0.95619 2.37857 -0.32096
H -1.39508 -0.35792 -1.78161
H -2.54521 -1.20883 -0.72200
H 4.50226 0.90389 -0.13442
*
```

## Properties
LUMO energy (eV): -0.58
HOMO-LUMO gap (eV): 8.71
Electronic energy (eV): -17414.808
Relative energy (zero: lowest compared OMol25 entry of this formula, charge and spin) (kcal/mol): 42.5
SMILES string: C[C@@H](O)COc1nnc(O)nn1


No. 5
# C5H8N4S2

A single C5H8N4S2 molecule at a distorted geometry (the ωB97M-V functional and the def2-TZVPD basis, the OMol25 dataset).

Geometry as ORCA input:
```
! RIJCOSX wB97M-V def2-TZVPD def2/J DEFGRID3
* xyz 0 1
C 2.46582 -1.73607 -0.07256
C 1.44955 0.20662 -0.20173
C 0.56558 -0.81350 0.11894
C -0.80110 -0.71498 0.11928
C 1.52257 1.65659 0.13460
N 1.21716 -2.02323 0.06047
N 2.67229 -0.38179 -0.22796
N -4.19302 1.19770 -0.29559
N -3.19837 0.24465 -0.03005
S -1.70129 0.74747 0.06784
S -1.77789 -2.14539 0.25128
H 3.26677 -2.45531 -0.18193
H 0.54562 2.05429 0.10041
H 2.09197 1.80512 1.13288
H 2.05838 2.26766 -0.69415
H 3.46940 0.17335 -0.34084
H -5.07199 0.81939 0.06676
H -3.94019 2.07295 0.04217
H -0.64126 -2.97550 -0.04982
*
```

## Properties
LUMO energy (alpha / beta) (eV): 0.15 / 0.42
HOMO-LUMO gap (alpha / beta) (eV): 7.19 / 6.63
Electronic energy (eV): -32942.005
Relative energy (zero: lowest compared OMol25 entry of this formula, charge and spin) (kcal/mol): 38.7


No. 6
# C5H8N5

A gas-phase ion, C5H8N5 (charge +1) at a distorted geometry (the ωB97M-V functional and the def2-TZVPD basis, the OMol25 dataset).

Geometry as ORCA input:
```
! RIJCOSX wB97M-V def2-TZVPD def2/J DEFGRID3
* xyz 1 3
C -2.23356 -1.87185 1.27759
C -0.90051 -2.10506 0.93422
C -0.00316 1.17158 -0.16693
C -2.78914 -0.57089 1.00136
C -0.69745 0.20616 0.51223
N -2.02432 0.43656 0.73767
N -0.20272 -1.09523 0.46692
N 1.07135 1.01645 -1.05088
N 1.63854 2.28837 -1.29364
N 1.66698 -0.09072 -0.86680
H -2.91921 -2.61143 1.72279
H -0.48423 -3.18344 1.00207
H -0.48365 2.19137 -0.17075
H -3.85769 -0.65057 0.82772
H 1.21035 2.86247 -0.47241
H 2.53955 2.52144 -1.63864
H 2.55581 -0.10937 -1.24262
H 0.50801 -1.33402 0.00044
*
```

## Properties
LUMO energy (alpha / beta) (eV): -4.14 / -6.53
HOMO-LUMO gap (alpha / beta) (eV): 7.03 / 7.13
Electronic energy (eV): -12752.187
Relative energy (zero: lowest compared OMol25 entry of this formula, charge and spin) (kcal/mol): 40.3


No. 7
# C5H8N5O3

A gas-phase ion, C5H8N5O3 (charge +1) at a distorted geometry (the ωB97M-V functional and the def2-TZVPD basis, the OMol25 dataset).

Geometry as ORCA input:
```
! RIJCOSX wB97M-V def2-TZVPD def2/J DEFGRID3
* xyz 1 1
N -0.58193 2.08391 -1.52613
C 0.30353 1.11671 -0.93185
O 1.76401 1.42021 -0.87793
C -0.15178 0.01317 -0.24916
C -1.50571 -0.36079 -0.06541
N -2.56129 0.23682 -0.81025
N -1.66786 -1.23444 0.86167
N -0.44517 -1.53311 1.29338
C 0.57424 -0.85872 0.66779
C 1.91320 -0.97502 0.86227
N 2.49622 -1.79585 1.82299
O 1.76412 -2.51671 2.44060
O 3.67887 -1.65968 2.01257
H -0.61628 2.20326 -2.59159
H -0.40588 2.97289 -0.95611
H 1.75688 2.21123 -1.52947
H -2.89854 -0.28096 -1.58316
H -2.35773 1.22563 -1.13929
H -3.38446 0.21552 -0.11852
H -0.28711 -2.27163 1.87183
H 2.61267 -0.21245 0.54578
*
```

## Properties
LUMO energy (alpha / beta) (eV): -4.88 / -4.88
HOMO-LUMO gap (alpha / beta) (eV): 7.17 / 7.17
Electronic energy (eV): -18895.538
Relative energy (zero: lowest compared OMol25 entry of this formula, charge and spin) (kcal/mol): 58.7
SMILES string: N/C(O)=c1\c([NH3+])n[nH]\c1=C/[N+](=O)[O-]


No. 8
# C5H8NO

A gas-phase ion, C5H8NO (charge -1) at a distorted geometry (the ωB97M-V functional and the def2-TZVPD basis, the OMol25 dataset).

Geometry as ORCA input:
```
! RIJCOSX wB97M-V def2-TZVPD def2/J DEFGRID3
* xyz -1 1
C -2.74717 -0.76804 -0.28247
C -1.52081 -0.52186 0.23628
N -0.42245 -0.99201 -0.43304
C 0.83560 -0.61191 -0.17594
C 2.00405 -1.29061 -0.31107
C 1.07646 0.88801 0.17479
O 0.24494 1.61510 -0.68484
H -3.57170 -0.41082 0.32835
H -2.88242 -1.28384 -1.33424
H -1.24303 -0.06278 1.28886
H 2.01079 -2.43460 -0.38968
H 3.02435 -0.82211 -0.40210
H 2.19921 1.00700 0.13571
H 0.94182 0.92096 1.30506
H 0.53966 2.49193 -0.80411
*
```

## Properties
LUMO energy (eV): 3.77
HOMO-LUMO gap (eV): 5.66
Electronic energy (eV): -8849.884
Relative energy (zero: lowest compared OMol25 entry of this formula, charge and spin) (kcal/mol): 31.2
SMILES string: C=C[N-]C(=C)CO